# 1
C52H118GaO6 | wB97M-V/def2-TZVPD

```
177
Properties=species:S:1:pos:R:3:forces:R:3:mulliken_charge:R:1
C 0.6870 7.4592 10.2289 -0.884 0.712 0.528 -0.972
C -0.0083 6.4086 11.3249 0.500 1.203 -1.329 -0.209
C -1.6350 6.7013 11.2510 0.627 0.061 0.912 -0.541
C -2.5451 5.6391 12.1082 0.085 -0.533 -0.795 -0.514
C -1.7495 4.2684 12.5548 -0.967 -0.547 0.977 -0.391
C -2.9285 3.1713 12.9702 0.754 1.038 0.317 -0.642
C -2.3486 1.8200 13.6977 -1.344 -0.026 0.216 -0.477
C -3.2195 0.5465 13.1264 0.080 -1.200 -0.435 -0.538
C -2.2805 -0.8028 12.8225 -0.494 0.741 0.411 -0.533
C -2.8939 -1.7432 11.6086 0.422 0.457 0.245 -0.618
C -1.8243 -1.9679 10.3615 -0.555 0.172 0.572 -0.370
C -1.0373 -3.4024 10.5095 0.354 0.104 -0.427 -0.652
C -0.2847 -3.8990 9.1219 -0.193 0.482 0.350 -0.323
C 1.3739 -3.9914 9.2963 -0.946 -1.331 -1.297 -0.636
C 2.0293 -3.9054 7.7776 0.501 -0.523 0.059 -0.363
C 3.1167 -2.6662 7.6087 -1.661 0.235 -0.280 -0.469
C 2.5837 -1.7215 6.3795 0.558 0.797 -0.842 -0.442
C 3.7698 -1.0220 5.4805 0.375 0.646 1.060 -0.712
Ga 2.9534 -0.6131 3.5823 -0.116 -0.245 0.856 0.334
C 0.9276 -0.1771 3.8677 -1.424 0.164 0.061 -0.509
C 0.0278 -0.7055 2.5991 -0.985 0.010 1.006 -0.210
C -0.5789 0.5143 1.6878 -0.505 0.319 0.496 0.394
C -2.0042 0.0488 0.9489 -0.106 0.224 1.057 -1.144
C 0.4885 1.2164 0.6613 -0.963 0.090 -0.215 -0.797
C 1.5392 0.1896 -0.0649 -0.948 1.838 -1.731 0.061
C 1.5301 0.5384 -1.7006 -0.796 -3.135 -1.618 -0.886
C 1.1553 -0.5870 -2.6478 0.137 2.039 1.836 0.578
C -0.2992 -1.3145 -2.4210 0.771 -1.496 1.210 -0.585
C 2.1408 -1.1359 -3.8456 -0.312 0.396 0.780 -0.839
H 0.1237 8.4996 10.3671 1.230 -2.105 -0.349 0.255
H 0.4840 7.1229 9.1156 0.665 0.582 2.329 0.269
H 1.8181 7.6773 10.4591 -2.175 -0.718 -0.677 0.299
H 0.4779 6.6725 12.3597 -1.224 -0.755 -1.840 0.221
H 0.2977 5.3312 10.9800 -0.785 2.040 0.923 0.209
H -1.8232 7.7698 11.7394 0.475 -2.131 -1.363 0.212
H -1.9400 6.7145 10.1167 0.539 0.008 2.270 0.262
H -3.4324 5.3039 11.3915 1.737 0.638 1.645 0.192
H -3.0279 6.1561 13.0458 1.037 -1.083 -1.774 0.284
H -1.0644 4.4123 13.5212 -1.405 -0.039 -2.181 0.239
H -1.0815 3.8032 11.7128 -1.394 1.017 1.504 0.230
H -3.6333 3.7023 13.7537 1.240 -0.969 -1.722 0.206
H -3.5413 2.9784 11.9865 1.158 0.052 2.028 0.304
H -2.6098 1.9133 14.8584 0.880 -0.168 -2.485 0.241
H -1.1741 1.6866 13.5862 -2.575 0.229 0.011 0.340
H -4.0503 0.1921 13.8863 1.606 0.978 -1.430 0.225
H -3.7967 0.8132 12.1166 1.413 -0.370 2.181 0.261
H -2.2757 -1.4176 13.8314 0.363 1.204 -2.093 0.245
H -1.2000 -0.3738 12.5842 -2.164 -1.274 0.396 0.306
H -3.8474 -1.2139 11.1775 1.728 -1.030 0.900 0.349
H -3.2129 -2.7587 12.0974 0.556 1.806 -1.193 0.334
H -1.0816 -1.0590 10.3844 -1.270 -1.831 -0.136 0.259
H -2.4491 -1.8580 9.3615 1.474 -0.626 1.906 0.123
H -1.8110 -4.2281 10.8087 1.401 1.634 -0.367 0.332
H -0.1938 -3.3251 11.3500 -2.027 -0.114 -1.626 0.234
H -0.7384 -4.9465 8.8479 1.116 1.964 0.387 0.183
H -0.5830 -3.1720 8.2246 0.782 -1.464 1.993 0.163
H 1.8059 -3.1662 10.0061 -0.925 -1.627 -1.333 0.368
H 1.5736 -5.0960 9.7008 -0.225 2.589 -0.435 0.162
H 1.1184 -3.8181 7.0208 2.115 0.084 1.503 0.142
H 2.5892 -4.9133 7.4690 -1.287 2.026 0.880 0.361
H 4.2186 -3.0297 7.4372 -2.251 0.649 0.269 0.331
H 3.0504 -2.0327 8.5910 0.434 -1.158 -1.757 0.205
H 1.8913 -2.3076 5.6042 1.511 0.850 1.895 0.084
H 1.8982 -0.8304 6.7790 1.395 -2.024 -0.651 0.183
H 4.7551 -1.6683 5.3963 -2.007 1.007 0.327 0.243
H 4.1008 0.0207 5.9504 -0.613 -2.172 -0.635 0.192
H 3.7246 0.5605 2.8095 0.021 0.178 -0.077 -0.384
H 3.0719 -2.0016 2.7590 -0.145 -0.050 -0.112 -0.297
H 0.4928 -0.6875 4.8486 0.889 1.066 -1.979 0.140
H 0.7446 0.9725 3.9919 0.250 -1.945 -0.176 0.308
H -0.9144 -1.2621 3.0765 1.750 1.081 -1.196 -0.336
H 0.6156 -1.5269 2.0083 -1.118 1.671 0.800 0.197
H -0.9120 1.3668 2.4543 0.825 -1.844 -1.580 0.354
H -2.9003 0.4791 1.6097 1.865 -0.939 -1.454 0.288
H -2.1288 0.4929 -0.1266 0.303 -1.065 1.926 0.263
H -2.1095 -1.1227 1.0085 0.230 2.295 -0.530 0.225
H 1.0156 2.1151 1.2032 -0.750 -1.967 -0.966 0.214
H -0.1595 1.7026 -0.2116 1.310 -0.912 1.868 0.351
H 2.6228 0.4592 0.3000 -2.067 -1.019 -0.680 0.220
H 1.2643 -0.9450 0.0103 0.690 2.330 0.160 0.196
H 1.8192 1.6091 -2.1295 0.498 -2.677 1.054 0.259
H -0.6633 -1.2107 -1.2894 0.830 0.041 -2.484 0.011
H -0.2356 -2.4923 -2.6043 -0.108 2.408 0.230 0.278
H -1.1604 -0.9158 -3.1115 1.939 -0.438 1.214 0.077
H 1.9551 -0.5644 -4.8516 0.612 -1.257 1.674 0.028
H 1.9769 -2.3093 -3.9732 0.075 2.626 0.164 0.269
H 3.2528 -1.0214 -3.4350 -2.463 -0.014 -1.210 0.318
C -1.1150 -0.3607 -6.1552 -0.061 -0.175 -0.009 -1.188
C -0.3644 0.2451 -7.3297 0.025 -0.140 0.216 -0.258
O 0.4525 -0.6920 -8.0248 0.100 -0.027 -0.156 -0.281
C -0.2154 -1.7998 -8.6230 0.121 0.093 0.004 -0.326
C -1.2325 -1.3974 -9.6767 -0.138 0.204 0.005 -0.906
H -0.4236 -0.8712 -5.4762 -0.044 0.147 -0.095 0.209
H -1.6463 0.4171 -5.5988 0.047 -0.079 -0.078 0.529
H -1.8519 -1.0981 -6.4858 -0.041 0.108 0.037 0.277
H 0.3077 1.0218 -6.9505 0.104 -0.169 -0.177 0.279
H -1.0509 0.7404 -8.0241 -0.102 -0.001 -0.039 0.242
H -0.6732 -2.4271 -7.8521 -0.106 0.025 0.014 0.351
H 0.5595 -2.4100 -9.0993 0.073 0.241 0.149 0.308
H -2.0673 -0.8432 -9.2389 -0.013 -0.096 -0.025 0.099
H -1.6414 -2.2833 -10.1716 0.063 0.075 0.047 0.428
H -0.7713 -0.7512 -10.4310 0.017 -0.138 0.054 0.180
C 3.8220 -0.8676 -7.7251 0.001 -0.169 0.081 -0.438
C 5.3054 -0.8420 -8.0550 -0.144 0.048 0.209 -0.757
O 6.1430 -0.8723 -6.9035 0.155 0.057 -0.018 -0.474
C 6.0327 -2.0192 -6.0646 0.050 0.053 -0.041 0.139
C 6.3830 -3.3196 -6.7667 -0.049 -0.063 -0.237 -1.120
H 3.5680 -0.0661 -7.0232 0.049 -0.087 -0.133 0.165
H 3.2260 -0.7429 -8.6340 0.025 -0.022 0.133 0.191
H 3.5295 -1.8134 -7.2603 -0.047 0.066 -0.093 0.428
H 5.5300 0.0934 -8.5780 0.183 -0.059 0.200 0.290
H 5.5716 -1.6528 -8.7409 -0.052 -0.083 -0.012 0.339
H 5.0343 -2.0678 -5.6193 -0.051 -0.059 -0.037 -0.070
H 6.7342 -1.8679 -5.2372 -0.086 0.211 -0.201 0.369
H 5.6679 -3.5536 -7.5601 0.008 -0.046 0.092 0.253
H 6.3786 -4.1512 -6.0559 0.007 0.110 -0.054 0.427
H 7.3736 -3.2536 -7.2290 -0.083 0.001 0.124 0.269
C 2.4096 1.9917 -9.3020 0.170 0.043 0.006 -0.487
C 1.7276 3.3453 -9.4146 0.121 -0.101 0.120 -0.754
O 2.3643 4.3662 -8.6525 -0.016 0.124 0.028 -0.437
C 3.7138 4.6705 -8.9955 -0.141 0.030 0.023 -0.228
C 3.8797 5.1659 -10.4216 -0.120 -0.070 -0.201 -0.948
H 2.5183 1.6995 -8.2521 -0.118 0.028 -0.193 0.220
H 1.8276 1.2259 -9.8232 0.018 0.037 0.137 0.136
H 3.4109 2.0079 -9.7417 -0.040 -0.029 -0.040 0.384
H 0.7087 3.2557 -9.0240 0.161 0.208 0.084 0.308
H 1.6331 3.6542 -10.4608 0.051 -0.021 -0.071 0.359
H 4.3577 3.8076 -8.8002 0.026 -0.045 -0.074 0.225
H 4.0382 5.4609 -8.3102 -0.255 -0.163 0.028 0.350
H 3.6345 4.3871 -11.1489 0.089 0.035 0.022 0.174
H 4.9129 5.4778 -10.6002 -0.105 -0.024 0.044 0.397
H 3.2148 6.0143 -10.6149 0.118 -0.065 0.077 0.277
C 2.4510 0.2805 -12.9902 -0.186 -0.022 -0.147 -1.100
C 3.1521 -0.9348 -12.4058 -0.121 0.057 0.070 -0.108
O 2.2583 -1.9758 -12.0239 -0.048 -0.066 0.069 -0.324
C 1.4635 -2.5462 -13.0604 0.124 -0.029 0.104 -0.281
C 2.2810 -3.1958 -14.1633 0.215 0.073 -0.091 -1.188
H 1.6775 0.6467 -12.3068 0.157 -0.035 -0.027 0.180
H 3.1695 1.0849 -13.1736 -0.060 -0.087 0.048 0.403
H 1.9626 0.0451 -13.9401 0.085 0.060 0.019 0.368
H 3.6794 -0.6290 -11.4963 -0.162 -0.235 0.008 0.131
H 3.9137 -1.3195 -13.0919 -0.023 0.027 -0.078 0.334
H 0.7774 -1.7970 -13.4670 0.014 0.041 -0.088 0.323
H 0.8404 -3.3133 -12.5882 0.161 0.197 0.155 0.330
H 2.8709 -2.4582 -14.7143 -0.086 -0.057 -0.029 0.270
H 1.6253 -3.7019 -14.8779 0.053 0.046 0.095 0.404
H 2.9808 -3.9270 -13.7450 -0.153 0.057 -0.027 0.296
C -6.8687 2.0287 -6.1862 -0.059 -0.034 -0.232 -1.027
C -5.4459 2.2277 -5.6902 -0.038 -0.117 -0.004 -0.375
O -4.4927 1.4065 -6.3575 0.077 -0.068 -0.033 -0.343
C -4.3595 1.5976 -7.7636 0.064 0.052 0.171 0.289
C -3.9178 2.9997 -8.1455 -0.050 0.196 0.107 -1.178
H -7.1495 0.9710 -6.1414 0.056 0.142 0.073 0.285
H -7.5703 2.6062 -5.5769 0.095 -0.066 -0.043 0.386
H -6.9819 2.3529 -7.2246 -0.040 0.042 0.089 0.262
H -5.4046 1.9537 -4.6309 0.209 -0.084 -0.205 0.333
H -5.1502 3.2802 -5.7504 -0.051 0.027 -0.059 0.312
H -5.2889 1.3244 -8.2725 -0.060 0.063 -0.041 0.305
H -3.5992 0.8861 -8.1035 -0.097 -0.024 0.272 -0.272
H -4.6769 3.7440 -7.8899 0.036 -0.037 -0.093 0.361
H -3.7357 3.0631 -9.2224 -0.006 -0.031 0.106 0.396
H -3.0002 3.2732 -7.6141 -0.077 -0.092 -0.100 0.284
C -2.9540 -3.3808 4.6473 -0.082 0.169 0.090 -0.889
C -3.2537 -4.6816 5.3739 0.136 0.160 -0.035 -0.464
O -3.3755 -4.5280 6.7846 -0.072 -0.048 0.194 -0.409
C -4.4160 -3.6698 7.2452 0.128 -0.158 -0.037 -0.084
C -5.8053 -4.1289 6.8381 -0.079 -0.102 -0.219 -1.262
H -2.0715 -2.8932 5.0753 -0.065 -0.123 -0.109 0.213
H -2.7727 -3.5693 3.5850 0.016 0.020 0.131 0.439
H -3.7864 -2.6756 4.7247 0.031 -0.046 -0.089 0.242
H -2.4217 -5.3735 5.2074 -0.110 0.053 0.272 0.337
H -4.1467 -5.1657 4.9651 -0.073 0.041 -0.029 0.323
H -4.2296 -2.6414 6.9211 -0.056 0.035 -0.077 0.311
H -4.3548 -3.6661 8.3388 0.214 -0.116 -0.150 0.237
H -5.9421 -4.0840 5.7542 -0.034 0.060 0.081 0.290
H -6.5680 -3.4943 7.2987 0.087 -0.057 -0.022 0.410
H -5.9742 -5.1663 7.1459 0.031 0.144 0.037 0.299
```
Positions in Å, forces in eV/Å.

Results
Net charge: -1
Orbital gap in eV: 6.080


# 2
C4H8O | wB97M-V/def2-TZVPD

```
13
Properties=species:S:1:pos:R:3:forces:R:3:mulliken_spin:R:1
C -3.1849 1.9068 -0.4034 -1.629 0.098 -1.233 0.553
C -1.9791 1.3421 -0.7779 0.033 -1.555 -0.674 0.151
C -1.1405 0.6431 0.0832 -0.224 -1.002 1.573 0.001
C 0.1990 0.5484 -0.0874 -0.962 0.289 -1.222 0.179
H -4.0375 1.2833 -0.1069 0.622 -0.035 1.135 0.026
H -3.5906 2.8028 -0.8739 0.497 0.103 -0.104 0.041
H -1.7779 1.1237 -1.8314 0.469 1.594 -0.306 0.032
H -1.5503 0.2130 0.9924 -0.094 0.717 0.368 -0.003
H 0.6068 0.8028 -1.0586 0.503 0.196 0.249 0.010
H 0.7736 0.2721 0.7623 0.782 -0.418 0.215 0.012
H 5.5631 -4.1021 1.6775 0.175 0.321 -0.079 0.000
H 5.1685 -2.9828 0.6420 0.364 -0.056 0.264 0.000
O 4.9497 -3.8533 0.9820 -0.535 -0.251 -0.186 0.000
```
Positions in Å, forces in eV/Å.

Results
Expectation value of S²: 0.77
2S+1: 2
Net charge: +1
Energy above the lowest of the compared OMol25 structures with the same formula, charge and spin in kJ/mol: 227.1
Orbital gap (alpha / beta) in eV: 6.606 / 5.561


> Number 2 is which compound?

C4H8O